#A
Molecular formula: C4H10S2
Method: DFT, wB97M-V/def2-TZVPD

XYZ file:
```
16
Properties=species:S:1:pos:R:3
C 1.39654 0.64955 -2.63612
C 0.84108 -0.56072 -1.85973
C -0.60525 -0.37083 -1.48402
S -0.91867 0.78163 0.08764
S -0.26268 -0.62939 1.41494
C 0.47066 -0.01900 2.93590
H 0.92706 1.54383 -2.17081
H 2.49831 0.59495 -2.64458
H 0.88484 0.52144 -3.69002
H 0.96889 -1.47007 -2.52725
H 1.25585 -0.71616 -0.92298
H -1.11243 0.27379 -2.19228
H -1.14882 -1.37184 -1.15941
H 1.61982 -0.19212 2.79359
H 0.08584 0.92610 3.05612
H 0.30404 -0.73965 3.68014
```

Output
HOMO energy   -0.28452 hartree
Net charge   0
M   122.26 g/mol
LUMO level   0.74 eV
SMILES   CCCSSC

---

#B
Molecular formula: C4H10S2
Method: DFT, wB97M-V/def2-TZVPD

XYZ file:
```
16
Properties=species:S:1:pos:R:3
C 0.17918 1.57439 -0.57904
C 1.22541 0.58724 -1.16758
C -1.15098 0.83891 -0.57544
S -1.55006 0.76098 -2.24929
S 0.88762 -0.80341 1.38895
C -0.25773 -2.20145 1.81618
H 0.54582 1.68538 0.44161
H -0.03169 2.56283 -0.97406
H 0.86006 -0.46585 -1.18635
H 1.69089 0.81047 -2.14035
H 1.99747 0.65699 -0.42404
H -1.04908 -0.13935 -0.01480
H -1.90877 1.41909 -0.02462
H -0.01762 -2.50279 2.82241
H -0.16587 -3.03134 1.08112
H -1.25465 -1.75209 1.78532
```

Output
HOMO energy   -0.29772 hartree
Net charge   0
M   122.26 g/mol
LUMO level   -3.90 eV

---

Q: What are the energies relative to the best structure? A: #A 0.0; #B 363.6, in kJ/mol.

---

#A
Molecular formula: C36H96O36S12
Method: DFT, wB97M-V/def2-TZVPD

XYZ file:
```
180
Properties=species:S:1:pos:R:3
C -4.18752 1.37874 -4.22493
C -5.60052 0.85768 -4.35761
O -6.20234 1.26473 -5.57683
S -7.81728 1.60121 -5.60405
C -8.49554 -0.02947 -5.29102
O -8.19099 2.49321 -4.45612
O -8.11987 1.93085 -6.97536
H -4.36149 2.45119 -4.13728
H -3.48372 1.26222 -5.04907
H -3.69301 0.85146 -3.40913
H -5.74832 -0.22219 -4.36941
H -6.15623 1.18704 -3.47965
H -9.51228 0.02701 -5.67980
H -8.50359 -0.31396 -4.23883
H -7.89255 -0.67521 -5.92940
C -2.57855 2.68613 4.93521
C -1.68920 3.92365 4.74926
O -0.60276 3.69487 3.82800
S -0.52182 4.53493 2.41219
C -0.23570 6.21144 3.18736
O 0.77429 4.26932 1.77040
O -1.79230 4.42857 1.79128
H -3.17821 2.52291 4.03974
H -3.23233 2.81054 5.79846
H -1.99928 1.76459 4.99282
H -2.22464 4.78265 4.34487
H -1.38124 4.19336 5.75947
H 0.22751 5.95565 4.14031
H -1.20257 6.63439 3.46005
H 0.46966 6.77367 2.57543
C 4.58972 -7.85104 -1.86531
C 4.63697 -6.35663 -1.55247
O 4.53205 -6.21476 -0.17201
S 4.57320 -4.74470 0.50953
C 2.75470 -4.40362 0.27902
O 4.95656 -4.97393 1.93736
O 5.36057 -3.82425 -0.36120
H 3.64858 -8.35936 -1.65561
H 5.41045 -8.34665 -1.34679
H 4.91946 -7.94706 -2.89979
H 5.58844 -5.95927 -1.90591
H 3.84912 -5.78152 -2.03891
H 2.61105 -4.47192 -0.79931
H 2.43401 -3.43997 0.67481
H 2.13165 -5.15335 0.76668
C -0.71074 -5.41647 2.46209
C -0.96342 -4.31365 1.44594
O -0.54226 -4.76929 0.18140
S -1.71035 -4.65915 -1.01764
C -2.49841 -6.32059 -0.81777
O -2.57808 -3.54270 -0.58703
O -1.10326 -4.52957 -2.36023
H 0.34583 -5.67760 2.40227
H -1.16176 -6.37777 2.21594
H -1.08684 -5.20525 3.46311
H -2.04411 -4.17157 1.44831
H -0.49642 -3.35095 1.65384
H -3.23355 -6.43944 -1.61373
H -2.93441 -6.32747 0.18120
H -1.60262 -6.93415 -0.91369
C -6.44122 -1.31031 1.43367
C -6.73343 -1.03042 2.95066
O -5.71426 -1.66299 3.71903
S -4.29316 -0.83419 4.01556
C -4.88169 0.23060 5.37719
O -3.30461 -1.74170 4.59825
O -3.93240 -0.07860 2.84717
H -6.17027 -2.31878 1.12111
H -5.55371 -0.75169 1.13640
H -7.23511 -0.91826 0.79796
H -6.60964 0.05184 2.98940
H -7.72955 -1.44077 3.11633
H -5.49258 -0.41485 6.00830
H -5.56928 0.99569 5.01671
H -4.01084 0.62477 5.90097
C 3.89977 -2.65700 -3.70462
C 4.20698 -1.61942 -2.74330
O 5.58515 -1.27660 -2.84629
S 6.33960 0.04305 -2.20835
C 7.66269 -0.88098 -1.25486
O 6.97307 0.82216 -3.24623
O 5.44956 0.62705 -1.19580
H 4.77506 -3.27646 -3.90016
H 3.56500 -2.18851 -4.63011
H 2.98137 -3.20400 -3.49146
H 3.61987 -0.72464 -2.95013
H 4.00782 -1.92372 -1.71576
H 7.54946 -1.95688 -1.12176
H 7.59356 -0.38137 -0.28857
H 8.60972 -0.73951 -1.77565
C 0.03316 -1.71368 -8.84065
C -0.72134 -3.00706 -8.45513
O -1.30984 -2.92706 -7.21381
S -2.30564 -1.71734 -6.87804
C -3.47587 -2.76789 -5.82402
O -1.69442 -0.75691 -6.03432
O -2.99062 -1.41899 -8.14403
H 0.50254 -1.85721 -9.81388
H 0.75244 -1.37068 -8.09697
H -0.61904 -0.84577 -8.93807
H -1.45566 -3.25509 -9.22152
H -0.07338 -3.87971 -8.37314
H -4.00599 -3.51923 -6.40931
H -4.08824 -1.97629 -5.39220
H -2.86910 -3.26393 -5.06647
C -0.97491 -0.36402 -2.66021
C 0.00203 -0.64181 -1.60961
O -0.41923 -0.03400 -0.40374
S 0.66715 0.05309 0.88455
C -0.48501 0.55757 2.29463
O 1.22729 -1.26175 1.13938
O 1.58448 1.16204 0.62338
H -1.99132 -0.40529 -2.26867
H -1.05616 -0.93658 -3.58415
H -0.96437 0.66050 -3.03219
H -0.01111 -1.66999 -1.24800
H 0.99369 -0.32608 -1.93369
H 0.06791 0.45897 3.22879
H -1.21803 -0.24785 2.34038
H -0.93128 1.53659 2.12010
C 7.90616 6.28122 -0.84950
C 6.81719 5.29215 -1.45248
O 6.39765 4.25106 -0.62941
S 5.26432 4.59839 0.56438
C 3.76381 3.88485 -0.22562
O 5.65087 3.84473 1.78835
O 5.22239 6.00711 0.75840
H 7.61567 7.02760 -0.11015
H 8.21146 6.81736 -1.74808
H 8.81619 5.73376 -0.60408
H 5.95144 5.89134 -1.73452
H 7.22111 4.87346 -2.37424
H 3.20194 4.62081 -0.80074
H 3.17087 3.65279 0.65906
H 4.22508 3.05260 -0.75730
C -3.74553 6.38161 -2.61439
C -3.03706 5.29249 -3.30871
O -2.26870 4.54281 -2.43372
S -0.78677 3.95212 -2.95191
C -0.41950 2.86214 -1.46092
O -1.02049 3.09630 -4.11639
O 0.13776 5.13068 -2.97637
H -4.57924 6.87027 -3.11863
H -3.09993 7.21477 -2.33662
H -4.02096 6.17080 -1.58104
H -3.77401 4.73805 -3.88975
H -2.40130 5.82638 -4.01502
H -1.27579 2.19243 -1.38116
H -0.32927 3.49449 -0.57768
H 0.49671 2.34692 -1.74937
C 0.23184 -1.61078 5.62199
C -0.46770 -1.55487 7.08091
O -0.53036 -0.31705 7.72117
S -1.63535 -0.19575 8.96655
C -1.06976 1.43000 9.70582
O -2.96094 -0.20862 8.35508
O -1.32953 -1.25940 9.95115
H 0.07067 -0.55509 5.40374
H -0.11148 -2.13336 4.72916
H 1.31709 -1.70645 5.65641
H -1.43407 -2.03431 6.92482
H -0.03205 -2.31611 7.72807
H -1.01237 2.08533 8.83671
H -0.04439 1.51935 10.06462
H -1.90727 1.76589 10.31724
C 4.13617 -1.00561 2.19536
C 4.58100 0.40054 2.46371
O 4.82393 0.67893 3.84925
S 3.48624 1.24225 4.70233
C 3.30667 2.95484 3.87037
O 2.35463 0.38096 4.42838
O 3.96652 1.47578 6.06374
H 4.73427 -1.83854 2.56494
H 3.91229 -1.10698 1.13342
H 3.14009 -1.25631 2.56014
H 5.48918 0.44783 1.86281
H 3.96907 1.17740 2.00529
H 4.24186 3.50640 3.96674
H 2.64013 3.42144 4.59571
H 2.96058 2.95557 2.83678
```

Output
HOMO energy   -0.38255 hartree
Net charge   0
M   1489.93 g/mol
LUMO level   -0.18 eV
SMILES   CCOS(C)(=O)=O.CCOS(C)(=O)=O.CCOS(C)(=O)=O.CCOS(C)(=O)=O.CCOS(C)(=O)=O.CCOS(C)(=O)=O.CCOS(C)(=O)=O.CCOS(C)(=O)=O.CCOS(C)(=O)=O.CCOS(C)(=O)=O.CCOS(C)(=O)=O.CCOS(C)(=O)=O

---

#B
Molecular formula: C36H96O36S12
Method: DFT, wB97M-V/def2-TZVPD

XYZ file:
```
180
Properties=species:S:1:pos:R:3
C 8.81029 2.03322 -2.51061
C 7.50724 1.48051 -3.08868
O 6.47527 1.26605 -2.12501
S 5.63858 2.56122 -1.67538
C 4.39424 2.65956 -2.98811
O 4.96696 2.18253 -0.47318
O 6.47049 3.71686 -1.76144
H 8.98529 1.58668 -1.53578
H 8.79330 3.12039 -2.47066
H 9.61758 1.82326 -3.21407
H 7.13785 2.10059 -3.91260
H 7.77905 0.57786 -3.63545
H 3.74878 1.81885 -2.72530
H 4.96803 2.34496 -3.85338
H 3.86473 3.58720 -2.81405
C -2.06209 -1.28682 -0.22502
C -1.08593 -0.10508 -0.26220
O 0.10275 -0.46381 -0.95970
S 1.49323 -0.64974 -0.18057
C 1.94410 1.06470 0.23419
O 1.15877 -1.39825 0.99469
O 2.45805 -1.14561 -1.10668
H -1.54852 -2.17405 0.15294
H -2.46524 -1.55135 -1.19752
H -2.88212 -1.14409 0.48119
H -1.55411 0.69431 -0.83444
H -0.96297 0.14614 0.79020
H 2.45477 1.24056 -0.70293
H 2.56296 0.91679 1.11783
H 1.05032 1.59724 0.53878
C -4.22243 -6.43929 4.41382
C -3.19062 -5.76082 3.52642
O -3.36829 -6.24960 2.16155
S -2.21823 -5.79636 1.13333
C -2.39375 -7.20605 0.03885
O -2.60962 -4.60677 0.43908
O -0.94925 -5.90296 1.78304
H -5.13730 -6.62347 3.84957
H -4.40905 -5.80695 5.27604
H -3.84450 -7.43335 4.65325
H -3.30858 -4.67549 3.56653
H -2.16968 -6.02781 3.79071
H -1.43334 -7.27428 -0.46129
H -3.30006 -7.08128 -0.54551
H -2.56010 -8.07583 0.66984
C 6.93157 1.77139 6.40213
C 7.15925 1.71325 4.90617
O 5.89921 1.48812 4.26437
S 5.60777 1.94571 2.77311
C 6.40765 0.70021 1.80026
O 4.19504 1.83121 2.57036
O 6.23682 3.20646 2.54200
H 6.38106 0.89445 6.74765
H 6.21548 2.56835 6.63298
H 7.86418 2.02649 6.89673
H 7.63988 2.64147 4.59085
H 7.83723 0.89828 4.63775
H 7.36352 0.61403 2.32370
H 6.49023 1.02424 0.77265
H 5.91371 -0.26664 1.85445
C -5.28827 3.62414 0.20029
C -3.83999 3.26549 0.43348
O -3.75185 3.38821 1.86924
S -2.34311 3.06085 2.55669
C -2.86253 3.27411 4.27466
O -1.97283 1.70533 2.28160
O -1.40489 4.08696 2.21571
H -5.56803 4.61140 0.58224
H -6.01060 3.05889 0.79690
H -5.64973 3.57165 -0.82709
H -3.59675 2.29009 0.00472
H -3.15847 3.96500 -0.04724
H -2.07452 3.83635 4.76580
H -3.04521 2.28541 4.68157
H -3.77268 3.86763 4.30401
C -0.98642 -3.44748 -4.41020
C -2.29845 -2.77181 -4.67492
O -3.12423 -3.50394 -5.58422
S -4.65695 -3.78352 -5.18503
C -5.35586 -2.19811 -5.59324
O -5.13338 -4.72157 -6.14260
O -4.72141 -4.06024 -3.78462
H -1.04102 -4.48165 -4.07635
H -0.27514 -2.92798 -3.77246
H -0.39674 -3.46321 -5.34004
H -2.82148 -2.72945 -3.71766
H -2.23669 -1.74274 -5.03779
H -5.20351 -1.98250 -6.64256
H -4.89718 -1.51331 -4.87552
H -6.40935 -2.14094 -5.31830
C -5.38484 -2.51408 2.98382
C -5.37816 -3.07607 1.56671
O -6.73186 -3.33858 1.17618
S -7.04366 -4.85260 0.71691
C -5.89726 -4.99811 -0.65556
O -6.65989 -5.75803 1.75161
O -8.37354 -4.77070 0.21881
H -4.56134 -1.81835 3.16459
H -5.22905 -3.34336 3.67897
H -6.29606 -2.01150 3.30154
H -4.84024 -2.39660 0.90393
H -4.82523 -4.01521 1.53617
H -4.89672 -5.17955 -0.27426
H -5.95912 -4.11434 -1.28922
H -6.16180 -5.78240 -1.36560
C 5.58614 -3.86623 -8.09271
C 5.76470 -2.83903 -6.97450
O 5.36935 -3.33912 -5.69467
S 5.66077 -2.43921 -4.39654
C 3.99894 -1.86707 -4.09156
O 6.00337 -3.37020 -3.37786
O 6.51516 -1.34953 -4.76476
H 6.46488 -4.46491 -8.30692
H 5.20536 -3.29676 -8.93932
H 4.80466 -4.59660 -7.86563
H 6.85489 -2.70323 -6.92323
H 5.49164 -1.82190 -7.26409
H 3.45694 -2.79465 -4.25872
H 3.74072 -1.13959 -4.85877
H 3.90127 -1.44040 -3.09828
C 0.46786 6.74954 4.96829
C 0.58347 6.89099 3.45783
O 1.74955 6.18306 3.02817
S 1.98535 6.09303 1.43559
C 2.31959 4.34434 1.42338
O 0.75655 6.39116 0.75754
O 3.18694 6.79568 1.14281
H 0.92473 7.56033 5.53859
H 0.96913 5.81388 5.22234
H -0.54704 6.73598 5.36730
H -0.31171 6.45083 3.01786
H 0.61168 7.94125 3.16857
H 2.46357 3.95702 0.41737
H 1.51586 3.79756 1.91064
H 3.23284 4.23462 2.00448
C 2.34513 -0.66444 4.09340
C 3.32665 -1.13887 5.13061
O 2.55208 -1.46115 6.31012
S 3.24232 -1.15380 7.73226
C 3.14935 0.63089 7.68314
O 2.41098 -1.67941 8.75464
O 4.61720 -1.53699 7.62000
H 1.57540 -1.37446 3.78874
H 2.88441 -0.54328 3.14967
H 1.86343 0.25035 4.43641
H 3.83885 -2.04396 4.79757
H 4.10767 -0.41140 5.35341
H 3.45974 0.99848 6.70972
H 3.75380 1.11357 8.44854
H 2.10918 0.87554 7.89266
C 0.46020 1.27899 -4.10111
C -0.70935 2.22778 -4.26955
O -0.35831 3.54498 -3.80256
S -0.42235 3.79847 -2.20687
C -0.41048 5.58666 -2.26658
O -1.67959 3.33234 -1.70401
O 0.78973 3.25147 -1.68385
H 1.33340 1.53602 -4.70179
H 0.18809 0.26800 -4.43113
H 0.79760 1.11058 -3.07905
H -0.91828 2.29656 -5.33510
H -1.61872 1.90023 -3.76432
H 0.14491 5.87428 -3.15684
H 0.12928 5.88828 -1.37025
H -1.43602 5.91508 -2.38909
C -6.29808 0.06358 0.76956
C -6.13994 0.18195 -0.72534
O -7.41156 0.63507 -1.23539
S -7.83352 0.38450 -2.78291
C -6.74896 1.65023 -3.49761
O -7.42489 -0.93371 -3.16881
O -9.18319 0.80480 -2.89753
H -7.04628 -0.69281 1.01937
H -6.67413 0.95707 1.26620
H -5.34043 -0.24558 1.18977
H -5.41105 0.97641 -0.92535
H -5.79357 -0.76653 -1.13414
H -7.15070 1.93873 -4.46503
H -5.79664 1.14102 -3.62872
H -6.71386 2.47269 -2.79519
```

Output
HOMO energy   -0.40262 hartree
Net charge   0
M   1489.93 g/mol
LUMO level   -0.23 eV
SMILES   CCOS(C)(=O)=O.CCOS(C)(=O)=O.CCOS(C)(=O)=O.CCOS(C)(=O)=O.CCOS(C)(=O)=O.CCOS(C)(=O)=O.CCOS(C)(=O)=O.CCOS(C)(=O)=O.CCOS(C)(=O)=O.CCOS(C)(=O)=O.CCOS(C)(=O)=O.CCOS(C)(=O)=O

---

Q: What are the energies relative to the best structure? A: #A 577.4; #B 0.0, in kJ/mol.

---

#A
Molecular formula: C2H7N2O2
Method: DFT, wB97M-V/def2-TZVPD

XYZ file:
```
13
Properties=species:S:1:pos:R:3
N -2.78305 0.08405 -0.23933
O -1.47385 0.63304 -0.08010
C -0.52656 -0.20274 -0.03259
O -0.45864 -1.36545 0.11876
C 1.06523 0.73467 -0.11574
N 1.95315 -0.49156 -0.04426
H -3.32576 0.90418 0.05953
H -3.00462 -0.61207 0.45020
H 1.37145 1.43573 0.64472
H 0.92494 1.32737 -1.03187
H 2.34203 -0.53597 0.88447
H 2.73003 -0.50153 -0.69345
H 1.18565 -1.40973 0.07964
```

Output
HOMO energy   -0.54103 hartree
Net charge   +1
M   91.09 g/mol
LUMO level   -3.56 eV
SMILES   NOC(=O)C[NH3+]

---

#B
Molecular formula: C2H7N2O2
Method: DFT, wB97M-V/def2-TZVPD

XYZ file:
```
13
Properties=species:S:1:pos:R:3
C -1.19530 -1.25528 -1.02586
C 0.69147 1.05914 0.27081
N -0.92512 -0.28778 -0.25728
N 0.46350 1.07822 1.61267
O -0.49966 -1.45772 -2.04479
O 1.63914 0.29702 -0.15917
H -1.91554 -2.05659 -1.07985
H 0.34179 1.77378 -0.40982
H -1.56086 -0.04992 0.54658
H 0.22008 -0.77635 -2.02232
H 0.96954 0.37472 2.10320
H -0.12029 1.78759 1.98131
H 1.89125 -0.48682 0.48453
```

Output
HOMO energy   -0.55478 hartree
Net charge   +1
M   91.09 g/mol
LUMO level   -3.89 eV

---

#C
Molecular formula: C2H7N2O2
Method: DFT, wB97M-V/def2-TZVPD

XYZ file:
```
13
Properties=species:S:1:pos:R:3
C -1.46151 -0.56475 0.35390
N -0.06417 -0.49695 0.10090
C 0.69802 0.99055 -0.05048
O 2.02080 1.27222 0.32021
N 0.59341 -1.53958 0.15456
O 1.89101 -1.41746 -0.04234
H -2.01802 -0.50050 -0.58393
H -1.68513 -1.52421 0.82387
H -1.78026 0.24809 1.00326
H 0.49685 1.18134 -1.10874
H 0.05189 1.59444 0.58411
H 2.64747 1.09937 -0.39740
H 2.31430 -2.28858 0.07738
```

Output
HOMO energy   -0.58655 hartree
Net charge   +1
M   91.09 g/mol
LUMO level   -5.06 eV
SMILES   C/[N+](CO)=N/O

---

#D
Molecular formula: C2H7N2O2
Method: DFT, wB97M-V/def2-TZVPD

XYZ file:
```
13
Properties=species:S:1:pos:R:3
C -0.01627 1.80620 0.39938
C 0.52973 0.39783 0.78848
N 0.86299 -1.50817 -0.61963
N 0.30339 -0.59691 -0.10976
O 0.35406 -2.37024 -1.45479
O -1.73503 -0.61065 -0.86468
H -0.24781 1.98182 -0.75236
H -0.93023 1.91172 0.85408
H 0.51886 2.69890 0.75960
H 0.02636 -0.07203 1.69582
H 1.53151 0.43423 1.08454
H 0.95794 -3.12731 -1.73993
H -2.15551 -0.94540 -0.04076
```

Output
HOMO energy (spin up / spin down)   -0.58854 / -0.58851 hartree
Net charge   +1
M   91.09 g/mol
LUMO level (spin up / spin down)   -7.87 / -7.87 eV

---

Q: What are the energies relative to the best structure? A: #A 156.1; #B 0.0; #C 208.4; #D 669.3, in kJ/mol.